--- a ---
18
Properties=species:S:1:pos:R:3:mulliken_charge:R:1 method="wB97M-V/def2-TZVPD" total_charge=0 smiles="CN(N)/C(=N/N)NN" multiplicity=1 lumo_energy_ev=0.86
C 0.172 1.947 -0.001 -0.88
C -0.405 -0.351 -0.173 0.39
H -0.289 2.965 -0.075 0.32
H 0.531 1.830 1.017 0.33
H 1.037 1.898 -0.665 0.27
H -2.792 0.866 -0.590 0.25
H -2.205 0.611 0.932 0.33
H 0.665 -0.172 -1.852 0.35
H 2.350 -0.079 -0.130 0.20
H 2.643 -1.537 -0.917 0.21
H 0.486 -2.413 0.603 0.29
H -0.469 -2.619 1.904 0.24
N -0.852 0.953 -0.468 0.09
N -2.123 1.203 0.086 -0.76
N 0.670 -0.787 -1.015 -0.29
N 1.959 -0.940 -0.398 -0.51
N -0.924 -1.029 0.785 -0.27
N -0.455 -2.346 0.958 -0.57

=====

--- b ---
18
Properties=species:S:1:pos:R:3:mulliken_charge:R:1 method="wB97M-V/def2-TZVPD" total_charge=0 multiplicity=1 lumo_energy_ev=0.86
C 1.879 0.205 -1.413 -1.21
C 1.404 0.090 0.014 0.76
N -2.082 -1.390 0.344 -0.15
N 2.110 -0.216 1.040 -0.75
H -1.641 -0.795 1.053 0.28
H -2.113 -2.380 0.528 0.22
H 3.091 -0.375 0.842 0.22
H 1.267 -0.420 -2.064 0.30
H 2.920 -0.099 -1.503 0.38
H 1.801 1.231 -1.768 0.31
N 0.220 0.767 0.250 -0.04
N -0.344 0.670 1.544 -0.80
N -2.897 -0.912 -0.650 -0.08
N -2.917 0.212 -1.104 -0.40
H -0.386 0.929 -0.543 0.21
H -0.246 1.569 2.018 0.24
H 0.227 -0.003 2.066 0.32
H -2.295 0.917 -0.656 0.21

=====

Which structure is most stable? b, by 0.0026 hartree over the runner-up.

=====

--- a ---
60
Properties=species:S:1:pos:R:3:mulliken_charge:R:1 method="wB97M-V/def2-TZVPD" total_charge=0 multiplicity=1 lumo_energy_ev=-0.53
O -0.377 3.777 -0.440 -0.61
H -0.067 3.969 -1.329 0.32
H -0.263 2.828 -0.357 0.20
O 0.726 -0.118 0.587 -0.36
H 0.330 -0.310 -0.273 0.17
H 0.919 0.813 0.682 0.23
O 2.410 -2.944 -3.956 -0.63
H 1.687 -3.059 -3.343 0.30
H 3.231 -3.402 -3.818 0.31
O 1.321 0.937 5.479 -0.63
H 0.866 1.707 5.123 0.31
H 0.685 0.216 5.460 0.29
O 3.623 -0.915 -3.368 -0.65
H 3.160 -0.165 -3.002 0.28
H 3.428 -1.096 -4.286 0.32
O 0.589 -4.087 2.645 -0.63
H -0.158 -4.372 3.183 0.33
H 0.129 -3.445 2.086 0.30
O 3.467 1.771 3.645 -0.65
H 3.957 1.037 3.265 0.29
H 3.021 1.506 4.455 0.36
O 3.622 -0.505 1.235 -0.58
H 4.354 -1.049 0.950 0.25
H 2.883 -0.931 1.662 0.30
O 1.821 2.918 1.215 -0.64
H 1.501 3.751 1.575 0.32
H 2.340 2.405 1.850 0.33
O -4.685 0.625 -1.173 -0.62
H -5.078 0.455 -0.296 0.32
H -4.731 1.577 -1.308 0.31
O -1.177 0.329 -1.113 -0.44
H -2.132 0.425 -0.985 0.19
H -1.052 1.283 -1.280 0.32
O 0.375 -1.106 3.573 -0.65
H 0.419 -0.472 2.861 0.35
H 0.985 -1.841 3.544 0.32
O -3.430 0.614 -3.620 -0.68
H -3.041 -0.241 -3.430 0.31
H -4.198 0.519 -3.033 0.36
O 0.389 0.061 -3.242 -0.60
H -0.340 -0.131 -2.613 0.40
H 0.424 -0.784 -3.708 0.29
O -4.198 -1.831 0.035 -0.62
H -3.712 -1.084 -0.311 0.17
H -5.096 -1.702 -0.271 0.33
O -1.683 2.441 -2.639 -0.58
H -2.193 2.016 -3.352 0.31
H -0.779 2.503 -2.971 0.30
O 5.864 -1.082 -1.814 -0.61
H 5.765 -0.931 -0.870 0.29
H 4.968 -0.937 -2.178 0.40
O -0.078 2.025 2.889 -0.57
H 0.466 2.399 2.168 0.34
H -0.896 2.511 3.010 0.28
O -4.327 0.281 1.400 -0.56
H -4.087 -0.024 2.270 0.26
H -4.589 1.207 1.381 0.28
O -2.302 -3.613 -1.558 -0.61
H -3.022 -2.996 -1.643 0.32
H -2.036 -3.731 -0.646 0.29

=====

--- b ---
60
Properties=species:S:1:pos:R:3:mulliken_charge:R:1 method="wB97M-V/def2-TZVPD" total_charge=0 multiplicity=1 lumo_energy_ev=-0.40
O -0.342 -2.464 -4.055 -0.56
H -0.414 -2.362 -5.020 0.32
H -0.252 -1.643 -3.679 0.20
O -1.411 1.411 1.352 -0.37
H -0.559 1.629 0.956 0.25
H -1.250 1.196 2.282 0.35
O -2.021 3.510 3.131 -0.59
H -2.680 2.820 3.007 0.31
H -1.422 3.506 2.394 0.39
O -2.645 4.091 -2.355 -0.63
H -2.728 3.238 -2.773 0.31
H -2.331 4.075 -1.475 0.28
O -1.487 0.326 3.869 -0.69
H -1.568 -0.230 4.652 0.26
H -2.401 0.292 3.536 0.24
O -3.841 0.034 0.862 -0.66
H -4.169 0.925 0.657 0.32
H -2.910 0.362 1.102 0.32
O 2.769 -1.684 3.484 -0.62
H 2.398 -0.910 3.916 0.28
H 3.632 -1.240 3.493 0.32
O 3.369 -0.038 0.863 -0.55
H 3.996 -0.537 0.313 0.30
H 2.904 0.331 0.082 0.27
O 0.446 1.756 3.327 -0.60
H -0.266 1.962 3.967 0.27
H 1.235 2.075 3.797 0.23
O -1.110 -2.431 0.382 -0.58
H -1.633 -2.142 1.158 0.20
H -0.300 -1.869 0.599 0.32
O -3.531 -2.890 -1.611 -0.62
H -3.562 -3.505 -0.871 0.30
H -3.002 -2.198 -1.182 0.32
O -3.366 0.479 -3.610 -0.59
H -3.323 -0.460 -3.843 0.30
H -4.218 0.763 -3.972 0.30
O 0.969 -1.192 1.407 -0.22
H 1.140 -0.240 1.549 0.09
H 1.375 -1.367 2.285 0.23
O 4.091 -3.618 -0.540 -0.63
H 3.366 -2.988 -0.632 0.29
H 3.874 -3.896 0.363 0.32
O 0.590 3.348 -2.207 -0.58
H 0.511 4.024 -1.527 0.28
H -0.231 3.171 -2.626 0.31
O 3.503 -2.144 -4.542 -0.63
H 3.021 -1.320 -4.302 0.27
H 3.073 -2.658 -3.858 0.34
O 0.872 -0.223 -1.888 -0.46
H 0.230 -0.934 -1.628 0.28
H 1.065 -0.571 -2.804 0.18
O -1.094 -2.907 3.412 -0.62
H -0.956 -3.533 2.692 0.34
H -1.601 -2.128 3.156 0.29
O 5.069 -0.554 -2.369 -0.61
H 4.185 -0.218 -2.528 0.27
H 5.124 -1.353 -2.900 0.36
O -0.481 4.939 0.793 -0.62
H -1.289 4.731 0.336 0.30
H -0.615 5.591 1.488 0.30

=====

Which structure is most stable? a, by 0.0351 hartree over the runner-up.

=====

--- a ---
59
Properties=species:S:1:pos:R:3:mulliken_charge:R:1 method="wB97M-V/def2-TZVPD" total_charge=0 smiles="CC[C@H](C)NC(=O)CCC(=O)Nc1ccc2nc(N3CCOCC3)cc(C)c2c1" multiplicity=1 lumo_energy_ev=0.40
C 0.653 -2.807 -4.963 -1.22
H -0.115 -3.468 -4.568 0.26
C 0.820 -1.585 -4.068 -0.53
H 1.133 -1.898 -3.068 0.33
H 1.599 -0.938 -4.475 0.36
C -0.474 -0.772 -3.955 -0.01
N -1.516 -1.568 -3.334 -0.07
C -2.686 -1.858 -3.940 0.55
O -2.918 -1.613 -5.103 -0.67
C -3.709 -2.523 -3.021 -0.66
H -4.390 -3.109 -3.639 0.38
C -4.511 -1.437 -2.285 -1.06
C -3.592 -0.538 -1.470 0.46
O -3.364 0.613 -1.767 -0.62
N -3.033 -1.188 -0.409 0.02
C -2.065 -0.728 0.497 0.43
C -1.490 0.519 0.409 0.24
C -0.506 0.915 1.326 0.64
C -0.105 0.022 2.355 -1.42
N 0.834 0.326 3.267 -0.33
C 1.413 1.511 3.229 0.95
N 2.295 1.794 4.234 -0.03
C 3.357 2.769 4.133 -0.74
H 3.116 3.554 3.420 0.32
H 3.495 3.222 5.121 0.35
C 4.659 2.067 3.717 -0.51
H 5.495 2.768 3.715 0.41
O 5.001 1.050 4.628 -0.41
C 3.968 0.091 4.735 -0.57
H 4.308 -0.637 5.473 0.36
C 2.651 0.742 5.167 -0.64
H 1.848 0.008 5.179 0.43
H 2.772 1.193 6.157 0.29
H 3.820 -0.411 3.767 0.34
H 4.533 1.644 2.708 0.30
C 1.070 2.475 2.239 -0.26
C 0.127 2.192 1.294 0.67
C -0.243 3.197 0.249 -1.73
H -1.304 3.431 0.308 0.39
H 0.324 4.116 0.382 0.35
H -0.043 2.803 -0.746 0.25
H 1.540 3.446 2.238 0.20
C -0.711 -1.250 2.422 -1.01
C -1.664 -1.615 1.515 -0.86
H -2.123 -2.593 1.574 0.39
H -0.399 -1.920 3.207 0.49
H -1.808 1.194 -0.366 0.84
H -3.364 -2.124 -0.222 0.22
H -5.020 -0.812 -3.019 0.39
H -5.258 -1.899 -1.635 0.37
H -3.209 -3.190 -2.315 0.34
H -1.394 -1.759 -2.352 0.28
C -0.265 0.508 -3.149 -1.54
H 0.419 1.173 -3.668 0.55
H -1.216 1.017 -3.012 0.32
H 0.150 0.273 -2.169 0.32
H -0.845 -0.530 -4.956 0.42
H 0.354 -2.504 -5.963 0.30
H 1.585 -3.361 -5.031 0.41

=====

--- b ---
59
Properties=species:S:1:pos:R:3:mulliken_charge:R:1 method="wB97M-V/def2-TZVPD" total_charge=0 multiplicity=1 lumo_energy_ev=0.24
C 1.261 3.849 1.330 -1.09
H 0.945 4.212 2.206 0.47
O 1.066 2.430 0.959 -0.18
C 1.836 1.639 1.846 0.91
C 2.831 2.183 2.827 -1.27
C 3.446 1.108 3.726 -1.08
C 3.249 -0.240 3.576 0.20
C 2.503 -0.708 2.313 -0.60
C 1.770 0.196 1.616 0.08
O 0.834 -0.271 0.682 -0.37
C -0.379 0.064 0.368 1.03
C -1.324 -0.921 0.408 -0.89
C -2.748 -0.050 -0.052 -1.37
N -2.838 0.255 -1.351 0.15
C -1.668 1.398 -1.497 -1.11
C -0.408 0.862 -0.889 -0.38
H 0.279 1.854 -1.001 0.12
H -0.054 0.134 -1.633 0.29
H -1.784 1.679 -2.591 0.48
H -2.126 2.102 -0.669 0.34
C -2.656 -0.614 -2.454 0.08
C -3.118 -0.113 -3.567 0.07
C -4.251 0.664 -4.014 0.56
N -4.168 1.073 -5.168 0.17
N -2.787 0.602 -6.071 -0.61
C -2.394 0.035 -4.984 -0.53
H -1.401 -0.254 -5.065 0.49
C -5.007 1.819 -6.174 -0.93
H -6.004 1.473 -5.991 0.32
H -4.665 2.086 -7.047 0.40
H -5.093 2.859 -5.714 0.30
C -5.259 1.201 -3.232 -1.58
H -6.315 0.619 -3.531 0.29
H -5.128 0.998 -2.111 0.21
H -5.527 2.289 -3.172 0.30
H -3.565 -1.583 -2.270 0.20
H -1.675 -1.096 -2.662 0.23
H -3.772 -1.102 0.179 0.24
H -3.118 0.487 0.696 0.78
H -1.158 -1.811 -0.118 0.28
H -1.715 -1.155 1.524 0.24
H -0.729 0.903 1.336 0.06
H 2.259 -1.736 2.276 0.72
C 4.115 -1.152 4.275 0.34
O 4.586 -1.090 5.321 -0.57
N 4.295 -2.337 3.461 -0.15
C 5.061 -3.359 4.182 -0.50
C 6.022 -4.096 3.353 -0.36
C 4.915 -4.965 3.719 -0.50
H 4.960 -5.742 4.724 0.20
H 4.117 -5.137 3.028 0.28
H 7.083 -4.576 3.780 0.25
H 6.177 -4.024 2.112 0.20
H 5.266 -3.131 5.245 0.44
H 3.963 -2.499 2.612 0.27
H 3.937 1.238 4.491 0.80
H 2.951 3.092 3.094 0.61
H 2.418 4.104 1.229 0.35
H 0.689 4.255 0.534 0.27

=====

Which structure is most stable? a, by 0.7711 hartree over the runner-up.

=====

--- a ---
44
Properties=species:S:1:pos:R:3:mulliken_charge:R:1 method="wB97M-V/def2-TZVPD" total_charge=-1 multiplicity=1 lumo_energy_ev=2.42
O -3.347 3.203 -1.837 -0.66
H -2.766 2.358 -1.949 0.38
H -0.697 -1.007 1.729 0.23
O 1.100 -1.459 -3.354 -0.70
H 0.391 -1.751 -3.899 0.21
H 0.960 -0.624 -2.823 0.52
O -0.127 -0.242 1.430 -0.52
H -0.777 1.109 3.862 0.28
H 0.657 -2.851 -0.389 0.36
O 4.101 1.208 2.651 -0.67
H 3.814 0.337 2.461 0.32
H 3.504 1.668 3.273 0.33
O 0.157 2.836 -2.450 -0.71
H 0.034 1.844 -2.359 0.39
H -1.425 0.708 -2.623 0.42
O -0.972 -1.893 -1.195 -0.63
H -0.453 -1.099 -1.500 0.37
H -1.421 -2.184 -1.964 0.24
O 0.211 1.003 3.978 -0.63
H 0.921 2.885 -1.908 0.25
H 0.428 0.743 3.075 0.38
O -2.935 -1.855 3.662 -0.64
H -2.882 -1.561 2.773 0.32
H -3.493 3.300 -0.869 0.29
O -4.067 -1.094 -0.287 -0.59
H -4.716 -1.815 -0.279 0.30
H -4.397 -0.556 -1.052 0.30
O 0.167 0.355 -1.908 -0.98
H 0.951 0.554 -1.456 0.10
O 1.995 3.404 1.829 -0.61
H 2.440 2.586 1.670 0.33
H 1.628 3.796 1.058 0.30
O 4.069 -1.271 -2.907 -0.60
H 3.312 -1.365 -3.513 0.28
H 4.304 -0.510 -3.438 0.30
O -2.277 0.927 -3.147 -0.69
H -2.247 0.858 -4.092 0.24
H -2.254 -1.471 4.180 0.31
O 1.529 -2.837 -0.037 -0.65
H 2.046 -2.338 -0.755 0.31
H -0.376 -0.196 0.515 0.22
O 1.016 -2.061 4.928 -0.62
H 0.278 -2.265 4.307 0.32
H 1.615 -1.375 4.606 0.31

=====

--- b ---
44
Properties=species:S:1:pos:R:3:mulliken_charge:R:1 method="wB97M-V/def2-TZVPD" total_charge=-1 multiplicity=1 lumo_energy_ev=2.13
O 0.358 -4.505 0.858 -0.63
H 0.616 -3.692 1.256 0.32
H 4.758 1.820 -0.350 0.34
O -0.956 2.532 -2.620 -0.77
H -0.517 2.309 -1.608 0.41
H -1.875 2.660 -2.401 0.29
O 5.208 0.940 -0.727 -0.66
H 4.593 0.920 -1.447 0.31
H -1.472 -0.312 5.148 0.30
O -3.313 -2.496 -2.492 -0.57
H -2.769 -1.995 -2.140 0.24
H -3.121 -3.452 -2.414 0.33
O -0.147 -1.139 2.396 -1.12
H 0.437 -1.607 2.827 0.15
H 0.434 -0.422 1.150 0.32
O 1.669 1.196 3.435 -0.62
H 1.401 1.847 4.056 0.30
H 1.357 0.363 3.818 0.32
O -0.765 1.416 2.576 -0.75
H -0.770 0.428 2.527 0.41
H 0.205 1.533 2.273 0.37
O 0.287 -3.705 -4.042 -0.65
H 0.714 -3.458 -3.145 0.32
H 0.725 -4.321 -0.028 0.30
O 1.392 1.739 -3.706 -0.63
H 1.307 1.755 -4.656 0.31
H 0.583 2.122 -3.386 0.36
O 0.820 4.772 -2.830 -0.57
H 0.898 4.000 -3.223 0.29
O 1.877 1.981 0.225 -0.67
H 2.152 2.065 1.153 0.24
H 1.527 0.993 0.081 0.50
O -4.869 -2.124 1.972 -0.65
H -4.926 -2.466 1.043 0.32
H -3.896 -2.371 2.090 0.34
O 0.914 -0.548 0.214 -0.71
H 1.600 -1.213 0.143 0.20
H 0.249 -2.870 -4.537 0.33
O -1.010 -1.128 4.977 -0.63
H -0.804 -1.268 4.108 0.38
H 1.341 4.900 -2.037 0.31
O -2.217 1.285 -0.278 -0.66
H -1.680 1.055 0.562 0.38
H -2.314 0.460 -0.823 0.30

=====

Which structure is most stable? a, by 0.0880 hartree over the runner-up.

=====

--- a ---
61
Properties=species:S:1:pos:R:3:mulliken_charge:R:1 method="wB97M-V/def2-TZVPD" total_charge=0 smiles="Cc1ccc(C)c(N(CC(=O)NC2CCCC2)C(=O)CCC(=O)Nc2cc(C)on2)c1" multiplicity=1 lumo_energy_ev=0.73
C 2.083 -5.383 2.296 -1.52
C 1.731 -3.946 2.067 0.62
C 0.684 -3.605 1.224 -0.60
C 0.358 -2.279 0.980 -0.27
C 1.081 -1.246 1.581 1.80
C 2.126 -1.599 2.426 -1.68
C 2.450 -2.920 2.666 -0.83
H 3.273 -3.157 3.324 0.39
H 2.698 -0.815 2.900 0.50
C 0.756 0.201 1.365 -1.20
H 1.669 0.792 1.343 0.62
H 0.215 0.351 0.435 -0.35
H 0.143 0.585 2.182 0.50
N -0.695 -1.999 0.059 0.60
C -1.927 -1.579 0.403 0.50
O -2.776 -1.325 -0.443 -0.76
C -2.230 -1.450 1.886 -0.37
H -2.662 -2.405 2.201 0.33
C -3.251 -0.333 2.151 -1.02
C -2.625 1.018 1.856 0.36
O -2.200 1.761 2.711 -0.63
N -2.551 1.280 0.516 -0.02
C -1.840 2.311 -0.048 0.26
N -1.436 2.232 -1.297 -0.58
O -0.782 3.394 -1.571 -0.06
C -0.772 4.172 -0.475 0.46
C -1.430 3.539 0.537 -0.35
H -1.606 3.859 1.540 0.52
C -0.087 5.484 -0.552 -1.31
H -0.263 6.043 0.362 0.35
H -0.457 6.050 -1.404 0.34
H 0.985 5.339 -0.683 0.27
H -2.861 0.557 -0.130 0.36
H -3.549 -0.353 3.199 0.44
H -4.125 -0.487 1.516 0.40
H -1.324 -1.288 2.465 0.45
C -0.431 -2.335 -1.332 -1.00
C 0.850 -1.685 -1.864 0.43
O 1.851 -2.340 -2.075 -0.70
N 0.761 -0.366 -2.102 -0.04
H -0.090 0.145 -1.910 0.13
C 1.870 0.361 -2.693 -0.05
C 2.867 0.867 -1.631 -0.80
C 2.497 2.332 -1.426 -0.04
C 2.165 2.790 -2.843 -0.73
H 1.586 3.712 -2.865 0.35
H 3.089 2.948 -3.401 0.44
C 1.380 1.615 -3.434 -0.86
H 1.525 1.532 -4.510 0.30
H 0.315 1.758 -3.249 0.32
H 3.303 2.908 -0.973 0.44
H 1.615 2.412 -0.789 -0.24
H 2.813 0.267 -0.725 0.26
H 3.880 0.795 -2.025 0.30
H 2.368 -0.351 -3.358 0.49
H -1.298 -2.009 -1.913 0.57
H -0.308 -3.418 -1.434 0.40
H 0.109 -4.384 0.746 0.45
H 2.660 -5.759 1.452 0.28
H 1.186 -5.992 2.386 0.37
H 2.681 -5.499 3.197 0.39

=====

--- b ---
61
Properties=species:S:1:pos:R:3:mulliken_charge:R:1 method="wB97M-V/def2-TZVPD" total_charge=0 multiplicity=1 lumo_energy_ev=0.07
C 3.278 -4.104 -2.676 -2.44
C 4.577 -3.788 -2.330 0.11
C 4.949 -3.739 -1.037 -0.55
C 4.290 -3.909 0.140 0.99
O 4.695 -4.654 0.860 -0.53
N 3.303 -3.141 0.191 -0.01
C 2.428 -2.955 1.254 0.20
C 1.159 -2.204 0.918 -0.08
C 0.195 -2.031 1.902 0.38
C 0.238 -2.649 3.081 -0.51
C 1.179 -3.741 3.467 -1.07
C 2.217 -3.970 2.367 -0.87
H 3.078 -4.472 2.320 0.74
H 1.218 -4.212 4.302 0.64
H -0.568 -2.609 3.749 0.42
C -0.734 -0.935 1.834 0.81
N -1.645 -0.597 2.566 -0.65
O -2.535 0.251 2.253 -0.33
C -2.463 0.658 0.904 1.53
C -2.047 2.211 1.022 -2.07
N -2.362 2.488 -0.532 0.12
C -1.661 3.440 -1.037 0.80
O -2.109 3.614 -2.289 -0.79
C -0.566 4.335 -0.426 -0.91
C 0.519 3.403 -0.783 -0.32
C 1.094 3.536 -2.167 -0.83
C 2.531 2.736 -2.453 -0.52
C 3.534 3.208 -1.638 -1.04
H 4.671 2.697 -1.864 0.26
H 3.852 4.354 -2.092 0.20
H 3.482 3.279 -0.601 0.35
H 2.251 1.580 -1.993 -0.07
H 2.566 2.506 -3.362 0.77
H 1.438 4.525 -2.661 0.34
H 0.427 3.062 -2.786 0.46
H 0.525 2.568 -0.114 0.49
H 1.354 4.117 -0.269 0.08
H -0.792 4.658 0.659 0.33
H -0.609 5.229 -1.102 0.38
C -3.354 1.597 -0.855 0.25
C -3.445 0.697 0.013 -1.27
H -4.270 0.623 0.779 0.31
H -3.412 -0.478 -0.542 0.23
H -2.957 1.436 -2.096 0.38
C -4.734 2.305 -1.137 0.32
O -5.736 2.391 -0.441 -0.60
N -4.752 3.431 -2.219 -0.35
H -5.573 4.074 -2.362 0.24
H -4.031 3.443 -2.682 0.18
H -2.746 2.545 1.678 0.35
H -1.149 2.439 1.208 0.92
C -1.118 -0.168 0.485 -1.78
H -0.400 0.550 0.236 0.37
H -1.189 -0.635 -0.358 1.16
H 1.200 -1.357 0.111 -0.02
H 3.055 -2.474 -0.385 0.08
H 6.208 -3.693 -0.953 0.14
H 5.463 -3.830 -3.058 0.30
H 2.774 -3.320 -3.135 0.44
H 3.310 -4.716 -3.285 0.94
H 2.614 -4.462 -2.025 0.59

=====

Which structure is most stable? a, by 0.8681 hartree over the runner-up.